Entry from the Open Molecules 2025 dataset: a gas-phase ion, C4H8NO2 (charge +1) in a non-equilibrium geometry (ωB97M-V/def2-TZVPD).

Summary:
SMILES = C=[NH+]C/C(O)=C\O
energy above the lowest of the compared OMol25 structures with the same formula, charge and spin = 295.36 kJ/mol
HOMO = -12.5 eV
charge = +1
multiplicity = 1

Positions of all 15 atoms, in Å:
C -0.993 1.445 0.365
C 0.437 -1.119 -1.369
C 0.314 -0.677 0.969
C 0.138 0.739 0.458
N 0.569 -1.496 -0.139
O -2.094 0.818 0.732
O 1.334 1.045 -0.061
H -1.185 2.380 -0.033
H 0.502 -1.757 -2.200
H 0.314 -0.162 -1.669
H 1.173 -0.632 1.741
H -0.510 -0.934 1.661
H -2.640 1.499 1.004
H 0.948 -2.456 0.181
H 1.571 1.934 -0.415

---

Entry from the Open Molecules 2025 dataset: a single C4H8NO2P molecule (ωB97M-V/def2-TZVPD).

Summary:
SMILES = CC(=O)N(P)C(C)=O
energy above the lowest of the compared OMol25 structures with the same formula, charge and spin = 110.79 kJ/mol
HOMO = -9.2 eV
multiplicity = 1

Positions of all 16 atoms, in Å:
C 1.749 -0.984 0.042
C 0.889 -0.035 -0.744
O 0.962 0.121 -1.930
N -0.077 0.704 0.053
P 0.227 2.445 0.098
C -1.445 0.376 -0.244
C -1.880 -0.988 0.242
O -2.186 1.135 -0.807
H 2.037 -0.515 0.986
H 1.146 -1.863 0.291
H 2.630 -1.265 -0.533
H 0.299 2.522 1.512
H 1.628 2.314 -0.028
H -1.910 -1.682 -0.605
H -2.876 -0.903 0.677
H -1.192 -1.381 0.992

---

Entry from the Open Molecules 2025 dataset: a gas-phase ion, C4H8NO3 (charge -1) in a non-equilibrium geometry (ωB97M-V/def2-TZVPD).

Summary:
SMILES = O=C(O)NCCC[O-]
energy above the lowest of the compared OMol25 structures with the same formula, charge and spin = 395.46 kJ/mol
HOMO = -2.6 eV
charge = -1
multiplicity = 1

Positions of all 16 atoms, in Å:
C -0.279 0.351 0.248
C -0.753 -0.943 -0.328
C -1.395 -0.552 -1.871
O -1.144 0.650 -2.177
N 0.440 0.089 1.481
C 1.666 0.576 1.735
O 2.470 1.198 0.744
O 2.213 0.436 2.827
H 0.411 0.893 -0.616
H -1.070 1.163 0.441
H 0.169 -1.514 -0.479
H -1.622 -1.368 0.107
H -2.332 -0.872 -2.030
H -0.718 -1.428 -2.392
H 0.025 -0.347 2.243
H 1.919 1.669 0.067

---

Entry from the Open Molecules 2025 dataset: 2 unconnected molecules or ions with the total composition C4H8NO3 in a non-equilibrium geometry (ωB97M-V/def2-TZVPD).

Summary:
energy above the lowest of the compared OMol25 structures with the same formula, charge and spin = 23.81 kJ/mol
HOMO = -4.6 eV
charge = -1
multiplicity = 1

Positions of all 16 atoms, in Å:
C -2.220 -1.060 -1.760
C -0.839 -0.386 -1.396
O 0.096 -1.166 -1.131
O -0.838 0.867 -1.419
H -1.988 -2.003 -2.257
H -2.709 -0.384 -2.442
H -2.728 -1.267 -0.830
C 2.181 0.286 0.815
C 1.170 0.536 1.905
O 1.369 0.403 3.101
N 0.049 1.117 1.389
H -0.767 1.293 1.951
H -0.181 1.012 0.410
H 3.131 -0.069 1.229
H 2.394 1.256 0.379
H 1.878 -0.435 0.056

---

Please write out number 4 again, unchanged.
Entry from the Open Molecules 2025 dataset: 2 unconnected molecules or ions with the total composition C4H8NO3 in a non-equilibrium geometry (ωB97M-V/def2-TZVPD).

Summary:
energy above the lowest of the compared OMol25 structures with the same formula, charge and spin = 23.81 kJ/mol
HOMO = -4.6 eV
charge = -1
multiplicity = 1

Positions of all 16 atoms, in Å:
C -2.220 -1.060 -1.760
C -0.839 -0.386 -1.396
O 0.096 -1.166 -1.131
O -0.838 0.867 -1.419
H -1.988 -2.003 -2.257
H -2.709 -0.384 -2.442
H -2.728 -1.267 -0.830
C 2.181 0.286 0.815
C 1.170 0.536 1.905
O 1.369 0.403 3.101
N 0.049 1.117 1.389
H -0.767 1.293 1.951
H -0.181 1.012 0.410
H 3.131 -0.069 1.229
H 2.394 1.256 0.379
H 1.878 -0.435 0.056

---

HOMO of number 4 (C4H8NO3)? -4.6 eV